# 1
{
  "formula": "C14H21NOS",
  "method": "ωB97M-V/def2-TZVPD",
  "de_lowest_kj_mol": 8.7,
  "multiplicity": 1,
  "smiles": "CCCCNC(=O)CCSc1ccc(C)cc1",
  "energy_ha": -1074.2787,
  "lumo_energy_ev": 0.69,
  "elements": ["C", "C", "C", "C", "N", "C", "O", "C", "C", "S", "C", "C", "C", "C", "C", "C", "C", "H", "H", "H", "H", "H", "H", "H", "H", "H", "H", "H", "H", "H", "H", "H", "H", "H", "H", "H", "H", "H"],
  "positions_angstrom": [[-3.869, -2.370, -1.250], [-3.492, -1.198, -0.355], [-2.844, -1.667, 0.946], [-2.475, -0.501, 1.864], [-1.456, 0.344, 1.285], [-1.704, 1.597, 0.853], [-2.761, 2.169, 1.018], [-0.523, 2.251, 0.142], [-0.481, 1.854, -1.330], [-0.092, 0.089, -1.599], [1.478, -0.104, -0.790], [2.447, 0.889, -0.770], [3.648, 0.663, -0.122], [3.915, -0.550, 0.500], [5.229, -0.792, 1.176], [2.943, -1.543, 0.456], [1.735, -1.325, -0.176], [-4.336, -2.016, -2.166], [-4.568, -3.032, -0.742], [-2.985, -2.945, -1.518], [-2.797, -0.549, -0.890], [-4.381, -0.610, -0.120], [-3.534, -2.323, 1.481], [-1.944, -2.244, 0.716], [-2.114, -0.883, 2.825], [-3.345, 0.136, 2.038], [-0.593, -0.107, 1.022], [0.415, 1.984, 0.635], [-0.659, 3.333, 0.200], [0.244, 2.453, -1.881], [-1.462, 1.983, -1.789], [2.278, 1.835, -1.259], [4.392, 1.446, -0.107], [5.121, -1.499, 1.995], [5.942, -1.209, 0.464], [5.645, 0.136, 1.563], [3.131, -2.496, 0.929], [0.983, -2.100, -0.206]],
  "nbo_charge": [-0.60, -0.40, -0.40, -0.22, -0.62, 0.68, -0.63, -0.51, -0.51, 0.21, -0.09, -0.26, -0.19, -0.03, -0.63, -0.19, -0.27, 0.21, 0.20, 0.20, 0.20, 0.20, 0.20, 0.19, 0.19, 0.23, 0.40, 0.22, 0.24, 0.22, 0.24, 0.22, 0.21, 0.22, 0.22, 0.22, 0.21, 0.22]
}

***

# 2
{
  "formula": "C14H21O13Pd2",
  "method": "ωB97M-V/def2-TZVPD",
  "multiplicity": 6,
  "charge": 4,
  "energy_ha": -1777.8994,
  "lumo_energy_ev": [-13.12, -17.65],
  "elements": ["Pd", "Pd", "C", "C", "O", "H", "H", "H", "H", "H", "C", "C", "O", "C", "O", "O", "H", "H", "H", "H", "C", "C", "O", "C", "O", "O", "H", "H", "H", "H", "C", "C", "O", "C", "O", "O", "H", "H", "H", "H", "C", "C", "O", "C", "O", "O", "H", "H", "H", "H"],
  "positions_angstrom": [[-26.443, -21.366, -17.662], [-22.978, -21.473, -16.004], [-25.042, -24.906, -17.271], [-24.053, -23.836, -17.671], [-24.510, -22.541, -17.333], [-24.801, -25.840, -17.779], [-26.087, -24.742, -17.534], [-25.017, -24.918, -16.182], [-23.815, -23.821, -18.735], [-23.140, -24.148, -17.165], [-19.322, -25.799, -14.057], [-18.741, -25.668, -15.412], [-19.765, -25.005, -16.196], [-20.653, -24.420, -15.334], [-21.451, -23.508, -15.523], [-20.323, -24.804, -14.057], [-18.501, -25.681, -13.350], [-19.605, -26.831, -13.848], [-18.608, -26.723, -15.653], [-17.763, -25.187, -15.416], [-24.399, -24.214, -21.452], [-22.963, -23.903, -21.955], [-22.186, -24.883, -21.384], [-22.899, -25.722, -20.703], [-22.452, -26.567, -19.934], [-24.221, -25.472, -20.867], [-25.030, -24.357, -22.329], [-24.742, -23.452, -20.751], [-22.682, -22.962, -21.482], [-22.823, -23.958, -23.035], [-27.061, -28.280, -15.141], [-27.192, -27.530, -16.425], [-27.856, -26.351, -15.899], [-27.737, -26.190, -14.563], [-28.102, -25.249, -13.968], [-27.191, -27.321, -14.108], [-26.092, -28.778, -15.103], [-27.740, -29.130, -15.076], [-27.756, -28.156, -17.116], [-26.195, -27.346, -16.824], [-25.258, -28.739, -21.180], [-25.289, -28.260, -19.721], [-26.287, -27.243, -19.613], [-27.067, -27.436, -20.715], [-28.064, -26.846, -20.924], [-26.588, -28.404, -21.435], [-25.019, -29.796, -21.299], [-24.498, -28.112, -21.646], [-24.300, -27.878, -19.466], [-25.494, -29.155, -19.133]],
  "mulliken_spin": [0.99, 1.06, 0.08, -0.04, 0.80, -0.01, 0.00, 0.00, 0.08, 0.02, 0.00, 0.00, 0.00, 0.00, 0.01, 0.00, 0.00, 0.00, 0.00, 0.00, 0.00, 0.00, 0.00, 0.00, 0.01, 0.00, 0.00, 0.00, 0.00, 0.00, 0.06, -0.01, -0.01, -0.09, 0.39, 0.49, 0.08, 0.07, 0.00, 0.02, 0.05, 0.02, 0.03, -0.06, 0.70, 0.22, 0.02, 0.01, 0.00, 0.00]
}

***

# 3
{
  "formula": "C14H21O4P2Sc",
  "method": "ωB97M-V/def2-TZVPD",
  "de_lowest_kj_mol": 0.0,
  "multiplicity": 1,
  "charge": 2,
  "energy_ha": -2290.0470,
  "lumo_energy_ev": -7.18,
  "elements": ["Sc", "C", "P", "C", "C", "C", "P", "C", "C", "H", "H", "H", "H", "H", "H", "H", "H", "H", "H", "H", "H", "H", "H", "H", "H", "O", "C", "C", "C", "C", "C", "C", "C", "O", "O", "H", "H", "H", "H", "H", "O", "C"],
  "positions_angstrom": [[0.010, 0.292, 0.193], [0.580, -3.612, 0.210], [-0.543, -2.329, -0.406], [-0.950, -2.818, -2.101], [-2.082, -2.571, 0.557], [-3.157, -1.522, 0.247], [-2.611, 0.171, 0.659], [-3.838, 1.298, -0.035], [-2.758, 0.306, 2.462], [0.111, -4.592, 0.102], [0.816, -3.462, 1.263], [1.510, -3.605, -0.356], [-1.440, -3.793, -2.083], [-0.035, -2.889, -2.688], [-1.606, -2.096, -2.585], [-1.823, -2.572, 1.620], [-2.456, -3.576, 0.348], [-4.077, -1.743, 0.792], [-3.428, -1.530, -0.811], [-4.821, 1.019, 0.349], [-3.848, 1.236, -1.122], [-3.622, 2.325, 0.253], [-3.800, 0.153, 2.752], [-2.431, 1.289, 2.799], [-2.160, -0.448, 2.977], [1.197, 3.706, -2.611], [1.158, 4.496, -1.532], [1.456, 5.855, -1.602], [1.403, 6.628, -0.463], [1.054, 6.091, 0.788], [0.763, 4.762, 0.868], [0.807, 3.931, -0.286], [0.507, 2.565, -0.100], [0.519, 1.652, -1.071], [0.190, 2.076, 1.077], [1.461, 4.218, -3.385], [1.728, 6.300, -2.551], [1.640, 7.682, -0.539], [1.022, 6.718, 1.668], [0.498, 4.321, 1.818], [2.643, 0.088, 2.568], [1.860, -0.104, 1.801]],
  "nbo_charge": [1.67, -0.93, 0.76, -0.93, -0.71, -0.71, 0.79, -0.93, -0.95, 0.27, 0.25, 0.27, 0.26, 0.27, 0.26, 0.25, 0.27, 0.27, 0.25, 0.27, 0.27, 0.27, 0.27, 0.27, 0.25, -0.63, 0.50, -0.33, -0.07, -0.25, -0.08, -0.34, 0.77, -0.74, -0.76, 0.50, 0.24, 0.25, 0.25, 0.24, -0.31, 0.49]
}

***

# 4
{
  "formula": "C14H22BBeCl2F4N6",
  "method": "ωB97M-V/def2-TZVPD",
  "multiplicity": 1,
  "charge": 1,
  "energy_ha": -2234.1947,
  "lumo_energy_ev": -11.10,
  "elements": ["Be", "B", "F", "F", "F", "F", "C", "C", "N", "H", "H", "H", "C", "C", "N", "H", "H", "H", "C", "C", "N", "H", "H", "H", "C", "C", "N", "H", "H", "H", "C", "C", "N", "H", "H", "H", "C", "C", "N", "H", "H", "H", "Cl", "C", "C", "Cl", "H", "H", "H", "H"],
  "positions_angstrom": [[15.648, 26.514, 12.421], [12.878, 24.202, 13.841], [12.976, 25.514, 14.127], [11.703, 24.086, 13.123], [13.949, 23.762, 13.093], [12.757, 23.473, 14.966], [9.131, 23.347, 8.807], [9.729, 23.507, 7.452], [10.144, 23.625, 6.376], [9.090, 24.327, 9.282], [9.731, 22.668, 9.412], [8.132, 22.943, 8.642], [9.902, 28.410, 9.819], [11.185, 28.380, 10.522], [12.208, 28.289, 11.094], [9.029, 28.255, 10.453], [9.917, 27.634, 9.054], [9.789, 29.377, 9.329], [15.189, 23.464, 6.456], [15.102, 23.939, 7.819], [15.016, 24.331, 8.894], [14.281, 23.771, 5.936], [15.210, 22.377, 6.528], [16.078, 23.805, 5.925], [16.405, 24.339, 19.014], [16.409, 24.680, 17.586], [16.349, 24.966, 16.470], [15.456, 24.109, 19.496], [16.862, 25.138, 19.598], [17.005, 23.472, 19.289], [11.372, 26.363, 17.796], [11.849, 27.774, 17.527], [12.148, 28.892, 17.318], [10.621, 26.460, 18.580], [12.220, 25.795, 18.178], [10.892, 25.961, 16.903], [8.289, 21.547, 15.500], [8.109, 22.016, 14.138], [7.919, 22.412, 13.069], [7.942, 22.308, 16.200], [9.354, 21.340, 15.596], [7.702, 20.635, 15.613], [16.622, 20.160, 17.225], [16.235, 20.058, 15.489], [17.354, 20.691, 14.610], [18.760, 19.686, 14.689], [15.264, 20.495, 15.253], [16.125, 19.000, 15.251], [17.666, 21.694, 14.898], [17.001, 20.678, 13.579]],
  "nbo_charge": [1.39, 1.29, -0.48, -0.47, -0.52, -0.52, -0.71, 0.29, -0.35, 0.25, 0.26, 0.26, -0.73, 0.36, -0.40, 0.27, 0.27, 0.27, -0.73, 0.35, -0.41, 0.28, 0.27, 0.26, -0.74, 0.34, -0.39, 0.27, 0.27, 0.27, -0.71, 0.29, -0.34, 0.25, 0.25, 0.26, -0.72, 0.30, -0.34, 0.26, 0.26, 0.26, 0.03, -0.39, -0.42, 0.07, 0.24, 0.24, 0.23, 0.24]
}